DFT (ωB97M-V with the def2-TZVPD basis set) results for an isolated ion of composition C2H6N3 and charge +1 in a non-equilibrium geometry.

Results
* SMILES: CN=[N+]=NC
* total charge: +1
* maximum force: 5.751 eV Å⁻¹
* orbital gap: 9.3 eV
* ΔE to the lowest compared entry with this formula, charge and spin: 540.5 kJ/mol

The geometry in XYZ format:
```
11
C2H6N3, DFT ωB97M-V with the def2-TZVPD basis set
C -1.994 0.866 -1.087
N -0.907 0.120 -0.578
N 0.001 -0.091 0.079
N 0.590 -0.711 1.040
C 2.021 -0.817 0.958
H -2.225 1.654 -0.306
H -2.957 0.219 -0.947
H -1.635 0.977 -2.146
H 2.175 -1.838 0.865
H 2.425 -0.307 1.853
H 2.506 -0.072 0.270
```

Charges in e, computed with natural (NBO), in the same order as the atoms: -0.486, 0.084, 0.358, -0.097, -0.475, 0.276, 0.300, 0.301, 0.250, 0.254, 0.235